DFT (ωB97M-V with the def2-TZVPD basis set) results for C6H12 in the gas phase.

Properties
LUMO level (eV): 0.97
Highest occupied orbital energy (eV): -9.0
Structure (SMILES): CC1(C)CCC1
Total charge: 0
Energy above the lowest of the compared OMol25 structures with the same formula, charge and spin (kJ/mol): 498.8
Molar mass (g/mol): 84.16

Structure (XYZ):
```
18
C6H12 (ωB97M-V with the def2-TZVPD basis set)
C -1.2471 -1.1208 0.3789
C -0.4059 0.0585 -0.0829
C -1.2955 1.1698 -0.6639
C 0.7509 0.5074 0.9365
C 1.7419 -0.2913 0.2311
C 0.7994 -0.3992 -1.0386
H -1.8144 -1.5594 -0.4517
H -0.6098 -1.8994 0.8097
H -1.9635 -0.8042 1.1457
H -1.8759 0.8105 -1.5287
H -0.7054 2.0300 -1.0027
H -2.0167 1.5264 0.0822
H 0.8753 1.5881 0.8975
H 1.5285 0.4133 1.9603
H 1.9873 -1.2711 0.6311
H 2.6011 0.2829 1.0349
H 0.6691 -1.3877 -1.5247
H 0.9806 0.3461 -1.8148
```

DFT (ωB97M-V with the def2-TZVPD basis set) results for 2 unconnected molecules or ions with the total composition C4H11NO2.

Properties
<S²>: 0.77
LUMO level (spin up / spin down) (eV): -4.12 / -9.30
Highest occupied orbital energy (spin up / spin down) (eV): -14.1 / -14.1
Spin multiplicity: 2
Total charge: +1
Energy above the lowest of the compared OMol25 structures with the same formula, charge and spin (kJ/mol): 97.3
Molar mass (g/mol): 105.14

Structure (XYZ):
```
18
C4H11NO2 (ωB97M-V with the def2-TZVPD basis set)
C -0.6490 -0.7376 1.8956
N 0.6396 -0.2820 1.4310
C 0.2460 0.1478 -0.9875
C 1.1503 -0.4917 0.1236
C 1.2925 -2.0133 -0.1955
O -1.3085 -1.4817 1.2521
H -0.9127 -0.2763 2.8516
H 0.9693 0.5580 1.9156
H -0.7509 -0.2809 -0.9233
H 0.7138 -0.0503 -1.9491
H 0.2475 1.2276 -0.8478
H 2.1438 -0.0514 0.1552
H 2.1021 -2.4729 0.3655
H 0.3527 -2.5193 -0.0388
H 1.5503 -2.0910 -1.2457
H -2.0521 3.0597 -1.4014
H -3.2324 3.8427 -0.8830
O -2.5023 3.9127 -1.5182
```

DFT (ωB97M-V with the def2-TZVPD basis set) results for a molecular structure, C37H24BrIIrN6O4S2.

Properties
<S²>: 0.75
LUMO level (spin up / spin down) (eV): -0.69 / -0.68
Highest occupied orbital energy (spin up / spin down) (eV): -7.7 / -7.7
Spin multiplicity: 2
Total charge: 0
Energy above the lowest of the compared OMol25 structures with the same formula, charge and spin (kJ/mol): 66.8
Molar mass (g/mol): 1079.80

Structure (XYZ):
```
76
C37H24BrIIrN6O4S2 (ωB97M-V with the def2-TZVPD basis set)
Ir 0.3102 0.5136 -0.3745
I -0.3518 2.7697 1.1679
C -1.1471 2.1470 3.0032
C -1.5540 3.1855 3.8079
C -2.3706 2.9664 4.9264
C -2.8510 1.7114 5.1644
C -2.4380 0.6190 4.3671
C -2.9792 -0.6661 4.6273
C -2.5571 -1.7602 3.9315
C -1.5058 -1.6157 3.0154
C -0.9667 -0.3861 2.7277
C -1.4909 0.8035 3.3227
H -1.2694 4.2002 3.5639
H -2.6500 3.8029 5.5511
H -3.5450 1.5209 5.9715
H -3.7337 -0.7527 5.3978
H -2.9757 -2.7390 4.1181
H -1.0865 -2.4983 2.5503
S 2.5598 0.6973 -0.0402
C 2.6894 0.9587 1.6776
C 3.7388 1.6570 2.2679
C 3.7407 1.8846 3.6382
C 4.7930 2.6705 4.2047
N 5.6374 3.3025 4.6597
C 2.7114 1.3848 4.4550
C 1.6776 0.6534 3.8770
C 1.6647 0.4742 2.5105
S 0.4447 -0.4895 1.6360
C 2.7055 1.6052 5.8635
N 2.6893 1.7579 7.0022
H 4.5408 2.0494 1.6586
H 0.8951 0.2471 4.5026
C -3.3579 -1.4184 0.3315
O -2.0653 -1.6823 -0.1989
C -1.9004 -2.8289 -0.8914
C -2.8726 -3.8076 -1.0255
C -2.5901 -4.9512 -1.7638
Br -3.9392 -6.2677 -1.9457
C -1.3642 -5.1547 -2.3485
C -0.3708 -4.1811 -2.1971
C -0.6449 -3.0156 -1.4969
O 0.2903 -2.0124 -1.3458
C 0.9442 -4.4396 -2.7957
N 1.1370 -5.2037 -3.8347
C 2.5056 -5.2137 -4.0273
C 3.2655 -5.8652 -4.9980
C 4.6342 -5.7014 -4.9601
C 5.2504 -4.9050 -3.9810
C 4.5154 -4.2474 -3.0146
C 3.1376 -4.4194 -3.0600
N 2.1110 -3.9148 -2.2889
H -3.6168 -2.1502 1.1007
H -4.1083 -1.4113 -0.4602
H -3.3032 -0.4210 0.7565
H -3.8434 -3.6818 -0.5736
H -1.1419 -6.0456 -2.9157
H 0.7850 -1.9193 -2.1722
H 2.7852 -6.4771 -5.7491
H 5.2522 -6.1951 -5.6981
H 6.3273 -4.8021 -3.9874
H 4.9917 -3.6317 -2.2637
H 2.1958 -3.4089 -1.4228
C -4.4206 2.0916 -3.6755
N -3.0162 1.8686 -3.3762
C -2.0427 2.1647 -4.2723
C -0.7341 1.9379 -4.0222
C -0.4393 1.3569 -2.7550
O 0.7401 1.0597 -2.3471
N -1.3992 1.0885 -1.8708
C -2.7156 1.3188 -2.1142
O -3.6179 1.0859 -1.3317
H -4.4979 2.5653 -4.6510
H -4.8672 2.7314 -2.9166
H -4.9605 1.1457 -3.6822
H -2.3861 2.6048 -5.1988
H 0.0424 2.1887 -4.7246
```

DFT (ωB97M-V with the def2-TZVPD basis set) results for a molecular structure, C18H13LaO5P.

Properties
LUMO level (spin up / spin down) (eV): -14.05 / -14.06
Highest occupied orbital energy (spin up / spin down) (eV): -18.3 / -18.3
Total charge: +3
Energy above the lowest of the compared OMol25 structures with the same formula, charge and spin (kJ/mol): 485.6
Molar mass (g/mol): 479.18

Structure (XYZ):
```
38
C18H13LaO5P (ωB97M-V with the def2-TZVPD basis set)
O -2.9858 1.7237 -2.1669
C -2.0797 1.2006 -1.5094
La -0.0194 0.0156 -0.0212
O 2.2693 1.8452 -1.4629
C 1.4642 1.2567 -1.0142
C -1.4652 -1.2570 1.0182
O -2.1129 -1.9324 1.5726
C 0.2455 -1.5191 -1.5442
O 0.4364 -2.3277 -2.2575
C -0.2416 1.5197 1.5485
O -0.2826 2.2339 2.3658
C 3.8738 -2.4419 1.3219
P 2.3008 -1.5057 1.1605
C 1.3373 -2.8565 2.0336
C 0.5935 -3.7359 1.2308
C -0.0429 -4.7717 1.7997
C 0.0504 -5.0121 3.1662
C 0.8209 -4.1476 3.9400
C 1.4633 -3.0898 3.3768
C 3.0130 0.0169 1.9915
C 2.7306 0.3663 3.2870
C 3.3168 1.4679 3.8216
C 4.1979 2.2457 3.0898
C 4.4757 1.8792 1.7690
C 3.9100 0.7885 1.2174
H 3.7384 -3.3907 0.8571
H 4.1005 -2.5922 2.4033
H 4.6532 -1.8909 0.8725
H 0.5220 -3.5641 0.1119
H -0.6575 -5.4723 1.1719
H -0.4659 -5.8717 3.6293
H 0.9144 -4.3398 5.0371
H 2.1015 -2.4189 4.0100
H 2.0111 -0.2487 3.8850
H 3.0885 1.7560 4.8795
H 4.6747 3.1385 3.5354
H 5.1864 2.5072 1.1748
H 4.1353 0.4980 0.1624
```

DFT (ωB97M-V with the def2-TZVPD basis set) results for a molecular structure, C43H40N5O9PTi.

Properties
<S²>: 0.77
LUMO level (spin up / spin down) (eV): -3.40 / -3.42
Highest occupied orbital energy (spin up / spin down) (eV): -9.8 / -11.0
Spin multiplicity: 2
Total charge: +1
Energy above the lowest of the compared OMol25 structures with the same formula, charge and spin (kJ/mol): 0.0
Molar mass (g/mol): 849.66

Structure (XYZ):
```
99
C43H40N5O9PTi (ωB97M-V with the def2-TZVPD basis set)
Ti 0.2176 0.3159 -0.0444
C -0.4873 2.3719 3.9179
C -0.0425 1.5767 2.8597
N -0.8169 1.1604 1.8722
C -2.1218 1.5205 1.9068
C -2.6515 2.3451 2.9088
C -1.7924 2.7782 3.9310
C -4.0429 2.6959 2.8850
C -4.8680 2.1872 1.9499
C -4.3714 1.2814 0.9561
C -5.2166 0.6358 0.0386
C -4.6782 -0.2739 -0.8314
C -3.2940 -0.4863 -0.8173
N -2.4633 0.1405 -0.0061
C -3.0028 0.9786 0.9052
H 0.2117 2.6630 4.6892
H 0.9953 1.2956 2.8187
H -2.1740 3.4172 4.7182
H -4.4156 3.3646 3.6507
H -5.9219 2.4364 1.9435
H -6.2797 0.8446 0.0448
H -5.2944 -0.8262 -1.5277
H -2.8490 -1.1901 -1.5064
C 5.0373 -1.4692 3.2123
C 4.7452 0.0046 3.0817
C 5.6396 0.8956 3.6720
C 5.4822 2.2675 3.5694
C 4.4067 2.7879 2.8680
C 3.5015 1.9250 2.2746
C 3.6488 0.5385 2.3734
P 2.4058 -0.4974 1.5295
C 3.2969 -1.8096 0.6376
C 2.8494 -3.1259 0.7686
C 3.4163 -4.1493 0.0284
C 4.4465 -3.8636 -0.8536
C 4.9104 -2.5643 -0.9711
C 4.3565 -1.5172 -0.2374
C 4.9824 -0.1521 -0.3679
C 1.4322 -1.2802 2.8389
C 1.7427 -1.3355 4.1936
C 0.8047 -1.8135 5.0972
C -0.4400 -2.2304 4.6443
C -0.7560 -2.1665 3.2947
C 0.1736 -1.6846 2.3776
C -0.1227 -1.5300 0.9326
H 5.5974 -1.6594 4.1280
H 5.6471 -1.8184 2.3747
H 4.1432 -2.0851 3.2277
H 6.4827 0.4953 4.2235
H 6.2029 2.9281 4.0347
H 4.2727 3.8577 2.7731
H 2.6679 2.3384 1.7222
H 2.0632 -3.3591 1.4766
H 3.0576 -5.1638 0.1471
H 4.8962 -4.6514 -1.4443
H 5.7213 -2.3466 -1.6559
H 5.4717 -0.0534 -1.3374
H 5.7439 -0.0014 0.4016
H 4.2697 0.6642 -0.2584
H 2.6988 -0.9776 4.5506
H 1.0403 -1.8497 6.1529
H -1.1722 -2.6025 5.3500
H -1.7320 -2.4881 2.9490
H -1.1484 -1.8122 0.7039
H 0.5471 -2.1437 0.3134
C -1.3511 2.8760 -1.3991
O -0.7423 1.6025 -1.6670
C -1.2768 1.0238 -2.8572
C -0.6220 -0.3077 -3.0963
O -0.6989 -1.0652 -1.8888
C -0.3859 -2.4484 -2.1059
H -2.4379 2.7644 -1.3687
H -1.0734 3.5801 -2.1835
H -0.9807 3.2312 -0.4436
H -1.0832 1.6903 -3.7010
H -2.3575 0.9205 -2.7394
H 0.4155 -0.2047 -3.4010
H -1.1636 -0.8266 -3.8917
H -0.9562 -2.8159 -2.9609
H -0.6856 -2.9962 -1.2180
H 0.6790 -2.5796 -2.2894
O 5.5587 3.4021 -4.8363
N 4.8495 3.8250 -3.9469
O 4.7769 4.9828 -3.5928
C 3.9879 2.8501 -3.2509
C 4.0443 1.5264 -3.6297
C 3.2124 0.6329 -2.9840
C 2.3359 1.0066 -1.9484
O 1.5594 0.1387 -1.3416
C 2.3642 2.3746 -1.5709
C 3.1761 3.2920 -2.2320
N 1.5843 2.8685 -0.5227
O 0.9421 2.0470 0.3233
O 1.5363 4.0845 -0.2519
N 3.3487 -0.7739 -3.3856
O 4.4409 -1.1228 -3.7821
O 2.3428 -1.4556 -3.4485
H 4.7177 1.1944 -4.4035
H 3.1695 4.3284 -1.9350
```

DFT (ωB97M-V with the def2-TZVPD basis set) results for C2H5N2O3P in the gas phase.

Properties
LUMO level (eV): 0.54
Highest occupied orbital energy (eV): -9.5
Structure (SMILES): N#COP(N)COO
Total charge: 0
Energy above the lowest of the compared OMol25 structures with the same formula, charge and spin (kJ/mol): 396.7
Molar mass (g/mol): 136.05

Structure (XYZ):
```
13
C2H5N2O3P (ωB97M-V with the def2-TZVPD basis set)
N 1.9010 -1.1055 1.5887
C 0.9995 -1.4789 1.0232
O -0.0918 -1.9842 0.5096
P -1.2152 -0.8007 -0.0382
N -1.6777 0.1789 1.3113
C -0.3530 0.4392 -1.1656
O 0.9078 0.0017 -1.6553
O 1.9446 0.7683 -1.1098
H -0.8528 0.7066 1.6026
H -2.0283 -0.4035 2.0657
H -0.3128 1.4492 -0.7171
H -1.0111 0.5371 -2.0461
H 1.7897 1.6918 -1.3692
```

DFT (ωB97M-V with the def2-TZVPD basis set) results for a molecular structure, C10H10N3O4V.

Properties
<S²>: 0.86
LUMO level (spin up / spin down) (eV): -6.90 / -6.36
Highest occupied orbital energy (spin up / spin down) (eV): -11.6 / -11.6
Spin multiplicity: 2
Total charge: +1
Molar mass (g/mol): 287.15

Structure (XYZ):
```
28
C10H10N3O4V (ωB97M-V with the def2-TZVPD basis set)
O 0.2880 2.2241 3.8663
V 1.5211 1.9206 2.8603
N 0.9989 -0.8070 3.2102
O 0.9783 -2.0136 3.4092
O 1.7457 -0.0148 3.7112
O 0.2585 -0.2189 2.4468
N 0.0460 2.2554 1.1242
C -1.0089 3.1766 1.2024
C -1.7476 3.5963 0.1170
C -1.3691 3.1321 -1.2035
C -0.2415 2.2876 -1.2941
C 0.2522 1.7643 -0.1195
H -1.0743 3.6339 2.1787
H -2.5832 4.2689 0.2425
H -1.6847 3.5884 -2.1301
H -0.0273 1.8799 -2.2710
H 1.0819 1.0800 -0.2183
N -1.0737 -2.2642 -2.1484
C -0.5975 -1.7858 -0.9778
C 0.5476 -2.3485 -0.3955
C 1.2064 -3.3950 -1.1176
C 0.7538 -3.7466 -2.3490
C -0.5118 -3.2769 -2.8036
H -1.2127 -1.1239 -0.3863
H 0.9406 -1.9564 0.5309
H 2.1954 -3.7046 -0.8133
H 1.2799 -4.4406 -2.9877
H -0.9620 -3.7113 -3.6839
```

DFT (ωB97M-V with the def2-TZVPD basis set) results for a molecular structure, C10H14NO10W.

Properties
LUMO level (eV): -11.47
Highest occupied orbital energy (eV): -20.4
Total charge: +3
Energy above the lowest of the compared OMol25 structures with the same formula, charge and spin (kJ/mol): 0.0
Molar mass (g/mol): 492.06

Structure (XYZ):
```
36
C10H14NO10W (ωB97M-V with the def2-TZVPD basis set)
W 0.6240 0.0706 0.8003
O 1.0262 -1.8527 -0.0486
C 0.7295 -2.1356 -1.4888
C -0.7538 -2.2550 -1.8618
N -1.4520 -1.0136 -2.3083
C -2.4246 -0.3664 -1.3883
C -1.6240 0.0354 -0.1873
O -1.0823 -0.9467 0.4637
O -1.2007 1.1677 0.1307
C -1.9262 -1.0288 -3.6659
C -1.2780 0.0780 -4.4509
O -0.7664 0.9000 -4.9904
O 1.2370 0.7196 -0.6124
H 1.8871 -2.2417 0.1859
H 1.2039 -3.0991 -1.6643
H 1.2345 -1.3634 -2.0692
H -1.3158 -2.7560 -1.0744
H -0.7501 -2.9446 -2.7082
H -3.2281 -1.0428 -1.0751
H -2.8484 0.5213 -1.8542
H -3.0056 -0.8750 -3.7990
H -1.6696 -1.9344 -4.2282
O -1.0042 1.6229 4.4231
C -0.3844 1.3990 3.3321
O -0.4278 0.3373 2.6852
C 0.4461 2.5297 2.7953
O 1.2375 1.9805 1.7141
C 2.6876 1.9787 1.8943
C 3.1414 0.5651 2.2279
O 4.1355 0.2019 2.7051
O 2.1162 -0.3602 1.7959
H -1.5514 0.8777 4.7450
H 1.0800 2.9590 3.5707
H -0.2020 3.3100 2.3899
H 2.9789 2.6801 2.6725
H 3.1299 2.2815 0.9437
```